Record 1
ORCA calculation (ωB97M-V/def2-TZVPD) on a molecular structure, C36H40CsN4O5S6.

Last column: Mulliken charge in e.
Atoms and positions in Å:
1 Cs 0.93905 0.87371 -0.00242  0.730
2 S -0.38940 -6.12875 3.35538  -0.245
3 S 1.85132 2.80861 -2.77685  0.313
4 S 0.03711 0.14170 -3.43587  0.288
5 S -2.51331 0.44866 -1.17934  0.200
6 S -2.81181 5.66022 2.95742  -0.047
7 S -1.13495 3.61342 -0.92253  0.151
8 O 4.58916 2.82039 1.53862  -0.766
9 O 5.48313 0.48887 0.35772  -0.813
10 O 1.58027 -2.92278 -0.90625  -0.808
11 O 3.56914 0.36783 -0.78627  -0.237
12 O 2.88337 2.87344 0.08595  -0.597
13 N -1.71682 1.39596 2.26367  0.163
14 N -0.76228 -1.16090 1.89304  0.389
15 N 3.32125 -2.94725 -2.38090  0.114
16 N 3.68052 -2.81917 -0.06798  0.367
17 C 4.38805 0.94983 0.00022  0.626
18 C -5.21624 6.10058 3.67260  -0.528
19 C -0.71404 -3.49172 2.50014  0.679
20 C 5.12125 -2.56872 -0.22543  -0.262
21 C -1.64733 -3.25822 3.48045  -0.972
22 C -0.31215 -2.38233 1.71561  -1.359
23 C 0.56082 -7.19131 2.41091  -0.330
24 C 2.80693 -2.87379 -1.11178  0.326
25 C 0.05634 1.52998 -4.60329  -0.720
26 C 0.65122 -5.21095 1.21146  -0.127
27 C -3.24931 2.93129 3.30428  0.485
28 C -3.66519 -0.45290 4.81800  -0.946
29 C 1.34538 2.34008 -4.45593  -1.219
30 C 5.60183 -2.96546 -1.60178  -0.887
31 C -2.20113 0.40161 3.03068  -0.260
32 C -5.03991 4.69326 3.72529  -0.554
33 C 2.39036 -2.90758 -3.48644  -1.054
34 C -1.67759 -0.93968 2.85637  -0.823
35 C -4.08526 6.74968 3.28150  -0.462
36 C 3.10622 -2.25634 1.14666  -1.074
37 C -2.97098 1.88326 -2.17952  0.211
38 C -0.54365 4.35740 -2.46626  -0.638
39 C -3.15985 -1.69307 4.67138  -1.021
40 C 3.92773 2.36142 0.60375  -0.023
41 C -3.20446 0.62668 3.99063  1.248
42 C -2.83214 3.16447 -1.36110  -0.972
43 C 4.64788 -2.39003 -2.62689  -0.495
44 C 0.98390 4.37569 -2.53873  -1.027
45 C 1.05719 -6.57005 1.30871  -0.926
46 C -2.15952 -1.96910 3.67703  1.050
47 C -2.22029 2.59702 2.40011  -0.726
48 C -3.78291 4.29800 3.36612  0.268
49 C -0.13677 -4.81849 2.25365  0.530
50 C -3.72079 1.92475 4.11149  -0.909
51 C -2.36727 -0.85515 -2.43083  -0.699
52 C -1.63416 -0.49771 -3.72232  -1.242
53 H -3.50305 -2.50918 5.29633  0.384
54 H 0.39658 -2.52079 0.90320  0.933
55 H 2.17940 1.73752 -4.82153  0.457
56 H -6.14044 6.60562 3.91375  0.385
57 H -4.48146 2.12642 4.85773  0.492
58 H -0.01045 1.14680 -5.62500  0.428
59 H 2.55134 -1.36447 0.86656  0.056
60 H -0.91326 5.38459 -2.52239  0.462
61 H -2.19424 0.25032 -4.28520  0.499
62 H -3.35749 -1.23987 -2.68542  0.500
63 H 1.40900 4.74753 -1.60249  0.365
64 H -4.42534 -0.24617 5.56204  0.402
65 H -0.82000 2.15470 -4.42604  0.239
66 H 5.63803 -3.15905 0.53923  0.360
67 H 4.62202 -1.29675 -2.54990  0.159
68 H 1.47895 -3.43093 -3.21140  0.303
69 H 5.32048 -1.50464 -0.03666  0.193
70 H 2.43486 -2.96357 1.63679  0.171
71 H 0.71380 -8.20995 2.72776  0.427
72 H 0.95341 -4.54755 0.40809  0.544
73 H -1.83308 -1.65257 -1.90907  0.166
74 H 4.94058 -2.67275 -3.64090  0.435
75 H -2.30993 1.93986 -3.04356  -0.721
76 H 3.91457 -1.99259 1.82204  0.460
77 H 2.84732 -3.40180 -4.34727  0.357
78 H -5.81991 3.99400 3.99274  0.409
79 H -3.29225 3.99670 -1.89856  0.554
80 H 1.29092 3.22736 -5.09285  0.467
81 H -0.96242 3.80774 -3.30885  0.129
82 H -3.99930 1.78647 -2.53833  0.397
83 H 1.28238 5.06799 -3.33040  0.486
84 H 1.69492 -7.05718 0.58542  0.397
85 H -1.58930 -1.39369 -4.34469  0.594
86 H -1.79341 3.37074 1.76599  0.496
87 H 6.60672 -2.56492 -1.74798  0.395
88 H -2.00818 -4.06473 4.11057  0.454
89 H 5.64257 -4.05254 -1.72073  0.349
90 H -3.93597 7.80980 3.15895  0.416
91 H 2.12605 -1.88390 -3.76642  0.237
92 H -3.36434 3.06910 -0.41169  0.393

Cartesian forces (eV/Å) of the 3 atoms listed first:
-0.1 -0.1 0.1
0.0 0.0 0.0
0.0 -0.1 0.0

Output
- total energy (hartree) = -4400.48433
- HOMO (eV) = -3.504
- relative energy (zero: lowest compared OMol25 entry of this formula, charge and spin) (kcal/mol) = 9.1
- charge = -1
- LUMO (hartree) = 0.0545



Record 2
ORCA calculation (ωB97M-V/def2-TZVPD) on C4H5N3 in the gas phase.

Last column: Mulliken charge in e.
Atoms and positions in Å:
1 N 0.66194 -0.68673 1.74646  -0.596
2 N -0.74217 0.90311 0.71678  -0.613
3 N -0.42743 1.23749 -1.56456  -0.448
4 C 0.05103 -0.91632 -0.56452  -0.435
5 C -0.40712 0.41171 -0.48092  0.656
6 C 0.81225 -1.25372 0.53917  -0.152
7 C -0.29490 0.23497 1.77315  0.019
8 H -0.73975 0.47671 2.73822  0.381
9 H -0.07603 -1.54888 -1.43481  0.350
10 H 1.63510 -1.95356 0.41697  0.380
11 H -0.19174 0.87031 -2.47107  0.209
12 H -0.28118 2.22490 -1.41486  0.249

Cartesian forces (eV/Å) of the 3 atoms listed first:
-0.3 -0.1 -0.2
0.3 0.1 -0.1
-0.5 0.0 -0.1

Output
- total energy (hartree) = -319.67994
- HOMO (eV) = -8.868
- relative energy (zero: lowest compared OMol25 entry of this formula, charge and spin) (kcal/mol) = 20.3
- LUMO (hartree) = 0.0327



Record 3
ORCA calculation (ωB97M-V/def2-TZVPD) on a molecular structure, C3H2Br2O in a non-equilibrium geometry.

Last column: Mulliken charge in e.
Atoms and positions in Å:
1 Br 3.02914 -0.99056 -1.14640  0.005
2 Br 4.17395 1.33194 0.66276  -0.080
3 O 1.79247 1.39525 -0.69467  -0.393
4 C 0.79589 -1.98993 1.66260  -0.365
5 C 2.74876 0.68060 -0.46756  0.455
6 C 1.14783 -1.09091 2.36645  -0.343
7 H 0.74427 -2.80912 1.00190  0.352
8 H 1.62082 -0.28580 2.86478  0.370

Cartesian forces (eV/Å) of the 3 atoms listed first:
0.1 -1.2 -0.5
-0.1 -0.2 -0.1
2.5 -2.2 0.5

Output
- total energy (hartree) = -5338.68834
- HOMO (eV) = -10.805
- relative energy (zero: lowest compared OMol25 entry of this formula, charge and spin) (kcal/mol) = 38.9
- LUMO (hartree) = 0.0008



Record 4
ORCA calculation (ωB97M-V/def2-TZVPD) on a molecular structure, C4H11CaO3 in a non-equilibrium geometry.

Last column: Mulliken charge in e.
Atoms and positions in Å:
1 Ca -2.94418 2.02826 -1.91479  1.575
2 O -2.29483 0.96953 -3.53035  -0.855
3 O -0.20260 0.19981 -0.74750  -0.333
4 O 1.57063 -0.82227 1.52775  -0.294
5 C 2.09226 -1.84110 2.34238  -0.700
6 C -0.33569 0.30871 0.64009  -0.348
7 C 0.18489 -0.93216 1.32037  -0.512
8 C -0.36356 1.42556 -1.46083  -1.283
9 H -1.39895 0.45060 0.91977  0.116
10 H 3.16969 -1.66538 2.44537  0.243
11 H -1.07417 0.83986 -3.06143  0.640
12 H 0.20979 1.19241 1.02451  0.367
13 H 1.63536 -1.81812 3.34757  0.297
14 H -0.09424 2.17004 -2.23625  0.516
15 H -0.02897 -1.82487 0.70353  0.313
16 H 1.91641 -2.83478 1.89497  0.290
17 H -0.35124 -1.04959 2.28062  0.352
18 H 0.55226 1.91535 -1.06088  0.244
19 H -2.24286 1.28812 -4.43489  0.373

Cartesian forces (eV/Å) of the 3 atoms listed first:
0.4 0.6 2.1
3.5 -1.0 0.1
0.1 -1.7 -2.6

Output
- total energy (hartree) = -1061.86714
- HOMO (eV) = -11.008
- relative energy (zero: lowest compared OMol25 entry of this formula, charge and spin) (kcal/mol) = 128.6
- charge = +1
- LUMO (hartree) = -0.1859